[1]
{"formula": "C2H3N3O", "method": "ωB97M-V/def2-TZVPD", "symbols": ["O", "N", "N", "N", "C", "C", "H", "H", "H"], "xyz": [[-0.507708, -0.667475, 0.898425], [0.929717, -1.537118, -0.897277], [0.368890, 0.610563, -0.872686], [-0.738094, 0.735714, 0.887193], [-0.175005, 1.486285, -0.131261], [0.227354, -0.593290, -0.330685], [-0.616374, 0.979587, 1.998754], [0.878139, -2.293123, -0.170632], [-0.437780, 2.631263, -0.064448]], "atomic_forces_ev_per_a": [[1.7, 2.7, -3.7], [-1.9, -0.2, 3.1], [0.1, 3.6, -2.9], [-2.6, 2.5, 8.1], [-1.3, -1.0, 2.6], [3.3, -4.9, -1.5], [-0.6, -0.1, -3.8], [0.2, 0.0, -1.1], [1.1, -2.5, -0.7]], "spin_multiplicity": 1, "max_force_ev_per_a": 8.9, "gap_ev": 9.37}



[2]
{"formula": "C2H3N3O", "method": "ωB97M-V/def2-TZVPD", "symbols": ["O", "N", "N", "N", "C", "C", "H", "H", "H"], "xyz": [[2.042049, 0.037467, -0.114289], [-1.399721, 0.781722, 0.012909], [-0.207234, -1.077196, -0.053020], [0.608403, 0.000845, 0.063593], [-0.118039, 1.040754, 0.034230], [-1.399992, -0.549017, -0.063797], [0.273407, 2.007124, -0.285321], [2.343730, -0.831403, 0.461034], [-2.142599, -1.410293, -0.055335]], "atomic_forces_ev_per_a": [[-1.4, -3.7, 2.3], [-1.4, 0.3, -0.3], [2.6, -1.3, 0.2], [2.2, -2.7, -0.7], [-0.6, 4.9, -0.9], [-0.4, -2.8, 0.6], [0.1, -0.1, 1.0], [-1.0, 3.1, -2.1], [0.1, 2.2, -0.1]], "spin_multiplicity": 1, "max_force_ev_per_a": 5.1, "gap_ev": 10.91}



[3]
{"formula": "C2H3N3O", "method": "ωB97M-V/def2-TZVPD", "symbols": ["O", "N", "N", "N", "C", "C", "H", "H", "H"], "xyz": [[0.468700, 1.484674, -1.265227], [-0.849464, -1.028380, 0.385022], [0.304359, -1.290930, 0.963657], [-1.000770, 0.058850, -0.351878], [0.243336, 0.347305, -0.541598], [1.015947, -0.337772, 0.323292], [-1.639814, -1.338057, 1.186757], [1.988532, 0.110285, 0.592265], [-0.530826, 1.994024, -1.292290]], "atomic_forces_ev_per_a": [[-3.1, 1.8, -0.1], [-6.2, -3.3, 5.5], [1.3, 2.5, -2.0], [-1.0, -2.3, -0.1], [-1.3, 4.2, -1.2], [4.1, -0.3, 1.7], [2.1, 1.1, -3.7], [-0.2, -1.4, -0.1], [4.3, -2.3, 0.0]], "spin_multiplicity": 1, "max_force_ev_per_a": 8.9, "gap_ev": 10.32}



| no. | total energy (eV) | E_HOMO (eV) |
| --- | --- | --- |
| 1 | -8636.432 | -8.9 |
| 2 | -8637.225 | -10.4 |
| 3 | -8637.443 | -9.6 |